[1]
The following is a DFT calculation (ωB97M-V/def2-TZVPD) of a structure of composition C53H48BF4KN7OP2.

Structure (XYZ):
```
117
Properties=species:S:1:pos:R:3:forces:R:3
K -0.94074 -0.85586 -0.89559 0.04 0.42 0.42
C 0.80124 2.74220 -3.86715 -2.09 -0.11 -0.86
C 1.15938 1.48727 -3.51610 0.44 -0.50 0.55
N 0.27748 0.50142 -3.60089 1.07 -1.77 0.36
C -0.86789 0.65275 -4.16796 -1.59 1.47 -1.10
C -1.23868 1.96271 -4.64056 -0.15 -0.40 0.35
N -0.42955 2.96922 -4.44192 1.47 0.66 0.58
C -1.71388 -0.56285 -4.39470 0.73 1.25 -0.42
C -2.39218 -0.69805 -5.59401 0.38 1.52 -0.73
C -2.99719 -1.88129 -5.89267 0.22 -0.44 -1.77
C -2.86811 -2.94247 -4.99708 -0.89 -0.43 -0.78
C -2.28132 -2.65069 -3.78571 -0.47 -0.66 1.87
N -1.68109 -1.49976 -3.48737 -0.36 -0.66 0.21
C -2.46908 -3.56574 -2.58783 0.06 0.74 0.18
C -2.31137 -4.90718 -2.66861 0.20 -1.74 -0.72
N -2.46383 -5.77940 -1.66208 0.26 -0.01 -1.76
C -2.80872 -5.23163 -0.55488 -1.13 0.50 2.84
C -3.00202 -3.86274 -0.37807 1.01 0.90 -2.01
N -2.80222 -3.02651 -1.40873 -0.10 0.06 0.51
C -3.69078 -1.99239 -7.23519 -0.33 -0.67 1.12
C -3.24380 -1.52515 -8.47457 0.11 -0.31 0.16
C -4.03720 -1.79728 -9.58060 -0.63 -0.80 -0.11
N -5.27013 -2.42550 -9.54212 2.63 1.72 -1.33
C -5.66629 -2.76404 -8.35112 -0.76 -1.03 -0.29
C -4.91246 -2.64702 -7.21767 -0.24 0.40 1.42
H 1.42058 3.55657 -3.61586 0.54 1.09 -0.16
H 2.15060 1.22822 -3.12803 -0.42 0.20 0.06
H -2.21301 2.27311 -5.07381 0.60 -0.81 0.22
H -2.36881 0.11905 -6.35031 -0.15 -0.63 0.80
H -3.29398 -3.93741 -5.26026 0.37 0.89 0.51
H -2.07710 -5.35555 -3.60915 0.35 -0.22 -0.57
H -3.03409 -5.86024 0.30150 0.28 -0.23 -0.02
H -3.18615 -3.37468 0.55258 -0.37 -0.10 0.63
H -2.25434 -1.07093 -8.60212 -0.48 -0.11 0.08
H -3.57994 -1.60454 -10.55223 -0.61 0.11 0.02
H -6.61153 -3.28448 -8.35890 -0.33 0.02 0.42
H -5.36606 -2.96537 -6.27305 0.39 0.00 -0.30
C 2.02587 1.85205 2.16093 -0.33 1.01 -0.36
N 2.28894 0.88424 3.16652 -0.19 -1.18 1.02
C 1.77592 -0.48399 2.97216 -0.70 0.53 0.70
P -0.08804 -0.55368 2.49246 1.07 -0.59 0.01
C -0.38049 -2.21777 3.26885 -1.02 1.68 0.44
C -1.41858 -2.27434 4.18293 -1.19 1.05 0.05
C -1.83200 -3.43328 4.76761 1.35 -1.88 0.04
C -1.15190 -4.64583 4.47573 0.52 1.43 -1.50
C -0.10263 -4.59235 3.48725 -1.57 -1.51 1.96
C 0.26068 -3.38177 2.96380 2.23 -0.13 -2.13
C -0.70082 0.51944 3.81823 0.79 0.48 1.60
C -1.67698 1.45920 3.57561 0.29 -0.92 0.12
C -2.08945 2.35198 4.52565 -0.70 1.36 -0.25
C -1.39423 2.48973 5.69843 0.99 0.15 0.99
C -0.37784 1.57503 6.03625 -0.65 -1.47 -1.77
C -0.09499 0.53305 5.09449 -0.58 1.41 0.22
C 3.14938 1.10995 4.24833 -0.76 0.38 -0.07
C 3.20441 2.34788 4.90181 0.09 -0.19 0.15
C 4.04774 2.54444 5.97989 0.32 -0.25 0.13
C 4.85506 1.50305 6.43311 1.19 0.20 -0.03
C 4.84372 0.26963 5.76618 -0.83 0.91 1.32
C 3.90775 0.07204 4.77385 1.07 -0.51 -0.81
P 2.44437 1.23018 0.48462 1.67 0.06 -0.65
C 4.29397 1.15482 0.79056 -1.86 1.07 -0.17
C 4.99674 2.16284 1.45845 0.46 -0.69 -0.54
C 6.36230 2.00837 1.70888 -0.48 0.93 1.05
C 6.97009 0.81843 1.30832 -0.51 0.19 -0.57
C 6.23683 -0.14594 0.61340 1.06 -1.10 0.15
C 4.88953 0.00374 0.37748 0.25 -1.10 -0.37
C 2.18971 2.84456 -0.36772 0.35 0.59 0.64
C 3.09300 3.87595 -0.67357 -1.54 -0.19 -0.61
C 2.62198 5.11598 -1.11470 1.94 0.65 0.12
C 1.29483 5.40510 -1.11639 -1.99 0.63 0.10
C 0.37365 4.38868 -0.82538 1.46 1.03 0.06
C 0.83697 3.13887 -0.45143 -0.94 0.42 -0.24
H 2.57303 2.79340 2.34341 -0.30 -0.49 0.12
H 0.97809 2.12403 1.98494 -0.33 0.02 0.85
H 1.84772 -1.07606 3.91180 0.17 0.63 -0.64
H 2.32779 -1.00086 2.21613 0.35 -0.58 -0.69
H -2.05424 -1.41431 4.45693 0.80 -0.18 -0.39
H -2.59738 -3.30195 5.49804 -0.59 -0.62 0.42
H -1.45767 -5.58502 4.89510 -0.04 -0.26 0.20
H 0.37710 -5.54342 3.18131 -0.18 0.88 0.18
H 1.09875 -3.33899 2.21885 -0.84 -0.22 0.63
H -2.07886 1.43196 2.61846 -1.11 0.23 -1.79
H -2.91080 3.04831 4.29419 0.51 -0.32 0.07
H -1.55175 3.39091 6.30172 -0.20 -0.59 0.13
H 0.09362 1.57044 7.00188 0.30 0.22 0.12
H 0.63295 -0.23568 5.26167 0.32 -0.08 0.64
H 2.53962 3.13695 4.63535 -0.37 0.43 -0.44
H 4.09515 3.52007 6.46833 -0.10 -0.29 -0.12
H 5.62186 1.71274 7.19915 -0.62 -0.25 -0.27
H 5.45010 -0.54445 6.14645 0.07 0.02 -0.28
H 3.96567 -0.85867 4.23886 -0.28 -0.31 -0.10
H 4.45524 3.04836 1.72974 0.10 0.36 0.30
H 6.85294 2.82312 2.33498 -0.29 -1.33 -1.09
H 8.01087 0.66880 1.46792 0.68 -0.15 0.24
H 6.68022 -1.11366 0.29110 0.02 0.93 0.34
H 4.31669 -0.82027 -0.07992 0.25 0.59 0.18
H 4.12821 3.75404 -0.59389 1.42 -0.41 0.10
H 3.35673 5.91034 -1.37247 -0.50 -0.66 0.28
H 0.86716 6.43998 -1.22156 0.81 -1.10 -0.33
H -0.62362 4.74570 -0.83151 -1.14 -0.62 0.15
H 0.10595 2.41428 -0.14621 -0.45 -0.50 -0.06
C -4.84242 1.24762 0.09922 -0.07 0.26 0.90
C -3.52604 1.97820 -0.27947 0.00 -0.30 -0.29
C -3.64227 2.28559 -1.79366 0.05 -0.14 -0.35
O -2.43831 1.19375 -0.03025 0.21 0.22 0.28
H -5.73595 1.76229 -0.26994 -0.03 0.09 -0.11
H -4.94756 1.21013 1.20887 0.16 -0.22 -0.65
H -4.82874 0.23129 -0.31376 0.09 0.12 0.12
H -3.58885 2.97855 0.28694 0.44 -0.71 -0.38
H -4.22833 1.47913 -2.24608 0.39 -0.37 -0.21
H -2.67136 2.39576 -2.34054 -0.69 -0.01 0.73
H -4.27999 3.13791 -1.97658 -0.06 0.77 -0.10
F 0.65584 -3.04457 -0.60234 0.94 0.00 -0.20
B 2.09656 -3.41069 -0.59205 -1.05 0.06 0.02
F 2.57673 -3.40760 -1.93612 -0.36 -0.25 1.39
F 2.76623 -2.42872 0.18472 -0.13 -0.38 -0.34
F 2.14208 -4.66273 0.08053 0.36 0.71 -0.75
```
Positions in Å, forces in eV/Å.

Computed properties:
LUMO energy   1.4 eV
Frontier orbital gap   0.21343 Ha
ΔE to the lowest compared entry with this formula, charge and spin   42.16 kcal per mole
Charge   -1

[2]
The following is a DFT calculation (ωB97M-V/def2-TZVPD) of a structure of composition C53H48Cl3GeN5O6PTi.

Structure (XYZ):
```
118
Properties=species:S:1:pos:R:3:forces:R:3
Ti -0.02615 -0.19938 -0.00903 -0.73 -1.10 0.94
C -0.85883 1.99696 -6.80834 0.03 0.02 -0.01
C -0.63953 1.27323 -5.51109 0.00 -0.04 0.04
C 0.08431 0.10858 -5.43127 -0.05 0.05 -0.02
C 0.30777 -0.54888 -4.20134 0.12 -0.03 0.01
C 0.84081 -1.85575 -4.08956 0.01 0.06 -0.01
N 1.17337 -2.62777 -5.07837 0.02 -0.03 0.02
C 1.30355 -4.08836 -4.95447 0.01 0.00 -0.03
C 0.08715 -4.73920 -4.27261 0.00 0.05 -0.03
C -1.29505 -4.10997 -4.58127 0.01 0.00 0.00
N -1.93359 -3.56304 -3.38674 -0.05 0.00 -0.03
C -2.90612 -4.18137 -2.75447 0.07 -0.05 0.03
C -3.34030 -3.89012 -1.45867 -0.08 0.08 -0.05
C -4.25788 -4.79454 -0.85947 0.03 -0.03 0.00
C -4.57992 -4.73580 0.46583 0.01 0.07 0.00
C -5.49237 -5.72712 1.13089 -0.01 -0.01 0.00
C -4.02235 -3.66636 1.19718 0.00 -0.05 0.02
C -3.14847 -2.73321 0.67693 0.09 -0.06 0.04
C -2.90273 -1.55280 1.48638 -0.14 0.01 -0.23
N -2.20120 -0.51804 1.21071 0.30 -0.15 0.14
C -2.59722 0.65767 2.00671 0.04 -0.01 0.00
C -3.07621 1.74485 1.06004 0.04 -0.04 -0.02
C -1.93344 2.40468 0.30977 0.05 -0.04 0.05
N -1.30262 1.49713 -0.67509 0.37 0.09 -0.10
C -1.49779 1.82594 -1.89615 0.00 -0.02 0.01
C -0.96009 1.18347 -3.07983 -0.01 0.06 -0.08
C -1.17480 1.77525 -4.31122 0.04 0.00 0.00
C -0.16084 0.02666 -2.99782 -0.01 -0.02 0.16
O 0.12611 -0.50620 -1.85266 0.18 0.28 -0.43
C -2.72503 -2.82948 -0.69148 0.01 0.01 0.03
O -1.84998 -2.06261 -1.18822 -0.01 0.09 -0.14
H -0.73278 1.33172 -7.66081 0.00 0.00 0.00
H -0.14560 2.81601 -6.91588 -0.01 0.00 0.01
H -1.85956 2.42438 -6.85381 0.00 -0.01 -0.01
H 0.49597 -0.30046 -6.34836 -0.04 -0.03 -0.01
H 0.90206 -2.29402 -3.09431 -0.05 0.00 0.00
H 1.19402 -2.24354 -6.01292 -0.08 0.00 -0.02
H 2.21602 -4.31709 -4.40338 -0.01 -0.03 0.00
H 1.42795 -4.46654 -5.96663 0.00 0.03 -0.01
H 0.23290 -4.74994 -3.19127 0.01 0.03 0.00
H 0.08366 -5.78250 -4.58915 0.01 -0.03 0.09
H -1.97225 -4.86370 -4.97924 0.03 -0.01 -0.04
H -1.22370 -3.32459 -5.33392 -0.03 0.01 0.01
H -1.56286 -2.75392 -2.87407 0.05 -0.03 0.05
H -3.34525 -5.03212 -3.27000 0.02 -0.02 0.01
H -4.68379 -5.57636 -1.48115 0.00 0.01 0.00
H -6.09900 -6.25554 0.39726 0.00 0.00 0.01
H -6.16430 -5.23598 1.83442 -0.01 0.00 -0.01
H -4.91999 -6.47034 1.68885 0.00 0.01 0.01
H -4.32101 -3.55247 2.23587 -0.01 0.01 -0.01
H -3.53899 -1.51699 2.37537 -0.02 0.02 -0.01
H -1.76531 1.02118 2.59948 -0.05 0.02 0.04
H -3.39534 0.39356 2.70360 -0.02 -0.03 -0.02
H -3.60148 2.51513 1.62704 0.04 0.01 0.02
H -3.78676 1.31690 0.34771 -0.06 0.06 0.03
H -1.15824 2.71516 1.00983 0.00 0.04 -0.01
H -2.28367 3.29979 -0.20761 -0.02 -0.02 -0.03
H -2.10496 2.70858 -2.10327 -0.03 -0.01 0.01
H -1.76135 2.68793 -4.34773 -0.03 -0.02 -0.01
C 2.27692 -2.81244 4.87678 0.01 0.01 0.00
C 3.06371 -2.17548 3.92690 0.00 -0.02 0.03
C 2.65781 -2.11724 2.60067 0.04 -0.04 -0.03
C 1.44618 -2.68532 2.21807 0.00 -0.11 -0.01
C 0.64212 -3.29170 3.18467 -0.07 0.06 0.01
C 1.06279 -3.37159 4.50328 0.02 -0.02 -0.02
P 0.82083 -2.75144 0.49852 0.62 0.23 0.00
C 0.51014 -4.54722 0.32428 -0.21 0.01 0.22
C -0.42621 -5.05143 -0.56026 0.00 -0.05 -0.05
C -0.56427 -6.41961 -0.75816 0.03 0.01 -0.02
C 0.25066 -7.30057 -0.06751 0.01 -0.01 -0.01
C 1.20680 -6.80499 0.81187 0.02 -0.02 0.00
C 1.34196 -5.44091 1.00727 -0.03 0.03 0.04
C 2.27807 -2.63013 -0.59148 -0.15 -0.05 -0.13
C 2.89303 -3.66067 -1.26097 0.05 -0.04 0.01
C 4.13388 -3.44021 -1.89784 -0.02 0.02 0.02
C 4.76460 -2.22961 -1.78023 -0.02 -0.01 0.01
C 4.14588 -1.15535 -1.09805 0.10 0.05 -0.02
C 4.80497 0.07626 -0.83877 -0.03 -0.01 0.01
C 4.18566 1.02457 -0.08239 -0.04 -0.02 -0.05
C 2.83718 0.85640 0.33297 -0.05 0.13 -0.10
C 2.12172 -0.26177 -0.00024 -0.25 -0.16 -0.02
C 2.83876 -1.33510 -0.60051 -0.05 0.02 -0.06
H 2.61064 -2.88078 5.90411 -0.01 0.02 0.00
H 4.01272 -1.74003 4.21166 -0.01 0.00 0.00
H 3.30497 -1.64552 1.87423 -0.01 -0.01 -0.01
H -0.31124 -3.73117 2.90880 0.02 -0.03 -0.01
H 0.44153 -3.87038 5.23628 0.01 0.00 -0.01
H -1.04952 -4.36675 -1.09803 -0.04 0.08 -0.09
H -1.31094 -6.79463 -1.44884 -0.01 0.00 0.02
H 0.14828 -8.36819 -0.21061 -0.01 0.01 0.01
H 1.85233 -7.48605 1.35051 0.00 0.00 -0.01
H 2.09971 -5.07572 1.68769 -0.02 0.00 0.01
H 2.46811 -4.65707 -1.26266 0.02 0.00 0.04
H 4.62389 -4.26033 -2.40721 0.00 0.01 -0.01
H 5.76193 -2.08984 -2.17988 -0.02 0.00 -0.03
H 5.80876 0.23013 -1.21490 0.01 -0.01 0.03
H 4.69826 1.94433 0.16907 0.01 -0.01 0.00
H 2.37956 1.67713 0.86558 -0.01 0.02 -0.02
Cl 1.62797 2.61081 -1.96779 0.18 0.14 -0.26
Ge 1.31122 4.25500 -0.58121 -0.08 -0.06 0.19
Cl 3.14268 5.32789 -0.43486 0.10 0.07 -0.02
Cl -0.21534 5.46399 -1.50241 -0.09 0.05 -0.05
O 0.81890 2.62435 2.10147 0.05 0.01 0.09
C 0.56558 1.50661 2.50523 0.06 -0.02 -0.05
O 0.25955 0.51226 1.68556 -0.07 0.52 -0.16
C 0.50041 1.15113 3.94503 -0.03 0.01 0.01
C 0.89846 2.07682 4.90735 0.07 -0.04 0.02
C 0.78150 1.77141 6.25452 -0.02 -0.02 0.00
C 0.23625 0.55600 6.64994 0.03 0.02 -0.03
C -0.18738 -0.32176 5.66945 -0.06 -0.05 0.05
C -0.04910 -0.06465 4.32422 -0.05 0.05 0.01
N -0.84637 -1.57880 6.06112 -0.01 0.08 0.00
O -0.54850 -2.06112 7.12999 -0.02 0.00 -0.01
O -1.64706 -2.05206 5.27350 0.04 -0.02 0.01
H 1.29877 3.02932 4.58722 0.00 0.00 0.00
H 1.09686 2.48551 7.00224 0.01 -0.01 0.00
H 0.12173 0.29574 7.69272 0.00 0.00 0.00
H -0.38051 -0.78914 3.59576 -0.01 0.00 0.01
```
Positions in Å, forces in eV/Å.

Computed properties:
LUMO energy (alpha / beta)   -6.3 / -6.3 eV
Frontier orbital gap (alpha / beta)   0.22695 / 0.22688 Ha
ΔE to the lowest compared entry with this formula, charge and spin   46.14 kcal per mole
Multiplicity   2
Charge   +2

The lowest ΔE to the lowest compared entry with this formula, charge and spin belongs to which entry?
C53H48BF4KN7OP2

Number 1 is which compound?
C53H48BF4KN7OP2